Here is a cluster of 7 separate species, C22H49Br2ClO11S6 in total from OMol25. Energies are from ωB97M-V/def2-TZVPD.

The geometry in XYZ format:
```
91
C22H49Br2ClO11S6 ωB97M-V/def2-TZVPD
C -2.491 0.338 -3.801
O -2.323 1.197 -2.619
C -1.394 0.598 -1.647
C 0.193 1.084 -1.866
C 0.519 1.886 -3.234
Br -0.263 3.774 -3.321
C 1.306 1.502 -4.415
C 1.973 0.024 -4.479
Br 1.607 2.729 -5.986
O 0.449 2.203 -0.887
C 1.948 2.243 -0.995
O 2.691 3.365 -0.884
O 2.429 0.839 -1.234
C 1.197 0.020 -1.148
Cl 1.251 -1.766 -1.720
C 0.857 -0.265 0.469
C 2.168 -0.079 1.448
O 2.095 1.256 2.063
H -3.056 1.002 -4.616
H -1.423 0.116 -4.238
H -3.070 -0.651 -3.550
H -1.498 -0.564 -1.548
H -1.693 1.059 -0.587
H 2.421 -0.122 -5.576
H 1.130 -0.818 -4.394
H 2.846 -0.138 -3.715
H -0.075 0.355 0.849
H 0.528 -1.405 0.615
H 2.017 -0.855 2.342
H 3.193 -0.347 0.955
H 2.767 1.885 1.667
C -1.692 -5.213 1.333
S -2.401 -3.551 1.412
O -1.314 -2.580 1.057
C -2.594 -3.515 3.211
H -1.453 -5.439 0.291
H -0.779 -5.260 1.932
H -2.420 -5.939 1.701
H -1.626 -3.666 3.694
H -3.294 -4.297 3.518
H -2.994 -2.540 3.498
C 1.766 4.323 4.668
S 3.031 4.259 3.377
O 4.047 3.236 3.790
C 3.732 5.891 3.721
H 1.220 3.377 4.665
H 2.236 4.466 5.645
H 1.073 5.141 4.461
H 4.080 5.938 4.755
H 2.975 6.659 3.544
H 4.577 6.056 3.047
C -4.602 -0.898 -7.612
S -5.440 -1.843 -6.316
O -4.858 -1.418 -5.000
C -4.705 -3.440 -6.744
H -4.886 0.153 -7.513
H -3.519 -0.992 -7.502
H -4.914 -1.265 -8.591
H -3.616 -3.377 -6.689
H -5.013 -3.725 -7.753
H -5.061 -4.188 -6.033
C 0.740 -6.257 6.866
S -0.641 -5.127 6.566
O -0.492 -4.592 5.172
C -0.080 -3.839 7.705
H 0.618 -7.131 6.222
H 1.685 -5.762 6.630
H 0.731 -6.574 7.911
H 0.916 -3.494 7.418
H -0.062 -4.235 8.724
H -0.781 -3.002 7.656
C -5.311 2.341 2.417
S -5.341 0.538 2.563
O -4.323 0.152 3.594
C -4.620 0.207 0.937
H -5.688 2.770 3.348
H -4.288 2.686 2.248
H -5.954 2.651 1.590
H -3.640 0.683 0.859
H -5.285 0.587 0.158
H -4.508 -0.874 0.820
C 7.941 3.420 -3.012
S 6.845 2.266 -2.150
O 6.652 1.076 -3.042
C 5.359 3.289 -2.277
H 8.932 2.967 -3.085
H 7.559 3.618 -4.016
H 8.010 4.350 -2.445
H 5.136 3.496 -3.327
H 5.512 4.225 -1.734
H 4.523 2.745 -1.831
```

Gap between HOMO and LUMO in eV: 8.76
HOMO level in hartree: -0.3098
Max |F| in hartree/bohr: 0.1923